Computed, not measured: a cluster of 2 separate species, C3H5NOS in total at a distorted geometry, with ωB97M-V/def2-TZVPD.

Structure (XYZ):
```
11
Properties=species:S:1:pos:R:3:nbo_charge:R:1
C -1.16668 1.45729 0.22433 0.7302
C -2.44751 -0.61064 -0.10384 -0.3740
C -1.31083 0.12562 0.30747 -0.5420
N 3.02815 -0.43519 -0.31463 -0.9085
O -1.15507 2.61153 0.28158 -0.4273
S 2.83240 1.09732 0.20357 0.1600
H -2.45373 -1.62850 -0.07745 0.1808
H -3.38088 -0.23363 -0.09152 0.1739
H -0.37478 -0.38420 0.26188 0.2535
H 3.84907 -0.87530 -0.84783 0.3888
H 2.57986 -1.12430 0.15643 0.3648
```

Properties
2S+1: 1
Total charge: 0
HOMO level (alpha / beta): -0.319 / -0.256 Eh
E_tot: -17560.7934 eV
Kohn-Sham gap (alpha / beta): 9.1 / 6.0 eV